58
Properties=species:S:1:pos:R:3:nbo_charge:R:1 method="wB97M-V/def2-TZVPD" charge=+1 de_lowest_kcal_mol=19.6 largest_force_ha_per_bohr=0.0208 homo_ha=-0.413
Pd -0.32955 -0.12607 -0.57173 0.983
O 4.25254 3.80241 -3.71465 -0.733
C 5.37664 3.00125 -3.36904 0.083
N 4.92060 2.04452 -2.39992 -0.622
C 4.71909 0.72514 -2.69470 0.659
O 5.08151 0.17227 -3.70893 -0.558
C 3.95858 -0.01507 -1.62166 -0.150
C 4.57068 -0.84703 -0.69603 -0.101
C 3.76531 -1.51881 0.20527 -0.232
C 2.39488 -1.33080 0.17254 0.076
N 1.79678 -0.52378 -0.71545 -0.467
C 2.58609 0.09696 -1.59800 0.046
H 4.51466 4.43934 -4.38879 0.485
H 6.16904 3.61191 -2.93703 0.171
H 5.75777 2.44164 -4.21767 0.205
H 4.60666 2.39061 -1.50799 0.401
H 5.64738 -0.97392 -0.69573 0.244
H 4.18476 -2.19303 0.94058 0.246
H 1.75187 -1.85858 0.85616 0.234
H 2.08525 0.63574 -2.39201 0.199
Br -1.26484 -5.77819 3.96928 0.076
C -0.85110 -3.93709 4.11062 -0.114
C -0.66395 -3.37007 5.36153 -0.206
C -0.36256 -2.01880 5.45986 -0.198
C -0.24930 -1.24077 4.31901 -0.153
C -0.43802 -1.82337 3.07127 -0.203
C -0.74104 -3.17744 2.96146 -0.144
C -0.31142 -0.97235 1.85887 0.763
O -0.43865 -1.62003 0.70326 -0.728
O -0.07777 0.23234 1.88507 -0.655
H -0.75433 -3.98176 6.24908 0.238
H -0.21810 -1.57545 6.43619 0.229
H -0.01787 -0.18441 4.37663 0.242
H -0.89061 -3.62517 1.98722 0.229
C -6.52495 -0.06240 1.02886 -0.602
C -5.78837 0.58110 -0.14830 -0.452
C -4.52303 -0.13119 -0.50031 0.092
N -3.36081 0.41068 -0.50371 -0.268
N -2.35410 -0.43892 -0.87072 -0.385
C -2.76636 -1.66595 -1.12227 0.272
N -1.98300 -2.67660 -1.53130 -0.768
S -4.47851 -1.82202 -0.94467 0.396
H -7.42862 0.50115 1.26265 0.233
H -5.89549 -0.08555 1.92033 0.219
H -6.82927 -1.08715 0.80302 0.209
H -5.50888 1.60872 0.07892 0.244
H -6.43271 0.61780 -1.03026 0.234
H -1.00067 -2.60524 -1.33189 0.424
H -2.36406 -3.60379 -1.57223 0.415
I -2.14582 5.62916 -1.25437 0.237
C -0.96356 3.94796 -1.39091 -0.302
C 0.39411 3.88832 -1.59217 -0.019
N 0.73315 2.58993 -1.58844 -0.319
N -0.34327 1.79184 -1.43384 -0.318
C -1.37621 2.61635 -1.28764 -0.021
H 1.13656 4.65529 -1.75447 0.249
H 1.63165 2.21560 -1.83333 0.420
H -2.35872 2.22280 -1.09753 0.264